(1)
{"formula": "C31H27Cl2CoN9O4S", "method": "wB97M-V/def2-TZVPD", "s2": 0.77, "max_force_ev_per_a": 0.755, "orbital_gap_ev": [7.43, 7.41], "multiplicity": 2, "energy_ha": -4692.6363, "de_lowest_kcal_mol": 57.1, "homo_ev": [-8.36, -8.31], "lumo_energy_ev": [-0.929, -0.900], "symbols": ["Co", "C", "O", "C", "N", "C", "C", "C", "C", "C", "C", "C", "C", "C", "C", "C", "C", "N", "C", "N", "C", "C", "O", "C", "C", "C", "C", "C", "C", "H", "H", "H", "H", "H", "H", "H", "H", "H", "H", "H", "H", "H", "H", "H", "H", "H", "H", "H", "Cl", "C", "Cl", "C", "O", "O", "H", "N", "C", "N", "C", "N", "C", "C", "C", "N", "N", "C", "N", "S", "H", "H", "H", "H", "H", "H", "H"], "positions_angstrom": [[-0.443461, 0.456025, -0.545499], [-4.247894, 2.808303, -1.393927], [-4.254192, 1.463113, -1.951848], [-3.074190, 0.936349, -1.608971], [-2.257581, 1.626918, -0.931276], [-2.880507, 2.929276, -0.669115], [-2.993804, 3.215242, 0.808804], [-3.424166, 2.227157, 1.688984], [-3.525054, 2.496945, 3.045034], [-3.210372, 3.760569, 3.528905], [-2.793577, 4.752558, 2.653262], [-2.684003, 4.478614, 1.296923], [-2.731212, -0.424662, -2.078532], [-3.417919, -1.081252, -3.087238], [-2.900567, -2.279495, -3.552451], [-1.740651, -2.789962, -2.987865], [-1.145638, -2.084827, -1.955250], [-1.631123, -0.919638, -1.514486], [0.067393, -2.576885, -1.259478], [0.513717, -2.039923, -0.204293], [1.613410, -2.913413, 0.255534], [1.941731, -3.712162, -1.014463], [0.688378, -3.652554, -1.758171], [2.705488, -2.135497, 0.952848], [2.445543, -0.664923, 1.114658], [3.012199, -0.111116, 2.414250], [4.427858, -0.575808, 2.620449], [4.775494, -1.785445, 2.179591], [3.820528, -2.653504, 1.466944], [-5.091277, 2.889412, -0.710420], [-4.364636, 3.507298, -2.219083], [-2.256196, 3.699270, -1.126448], [-3.642673, 1.232141, 1.324406], [-3.834948, 1.712322, 3.723061], [-3.287267, 3.970179, 4.587466], [-2.539157, 5.735683, 3.026041], [-2.331291, 5.245134, 0.617207], [-4.309776, -0.638005, -3.504716], [-3.387188, -2.805877, -4.361668], [-1.283614, -3.704491, -3.337122], [1.169677, -3.582625, 1.002769], [2.170400, -4.758476, -0.838469], [2.716319, -3.250321, -1.630294], [1.372531, -0.537886, 1.185013], [2.384508, -0.457965, 3.241689], [5.117053, 0.036907, 3.187966], [5.769228, -2.167856, 2.373716], [4.051924, -3.708546, 1.374619], [-1.370953, -3.506607, 2.576276], [-1.981744, -1.998749, 1.886981], [-3.591194, -1.605064, 2.556043], [-1.052945, -0.790396, 2.141034], [-0.385759, -0.731437, 3.155888], [-1.151312, 0.092309, 1.225207], [-2.118976, -2.147042, 0.822232], [0.307824, 0.690914, -2.272400], [0.738504, 0.156207, -3.217691], [1.174612, -0.365877, -4.287796], [1.787867, -1.523342, -4.354975], [2.325391, -2.543403, -4.467725], [4.050339, 0.122667, -2.344383], [4.160351, -0.178742, -0.853396], [2.911656, 0.155612, -0.079479], [2.281046, 1.202945, -0.426920], [1.127472, 1.502210, 0.323396], [1.298002, 1.851213, 1.559444], [0.306732, 2.401115, 2.287730], [2.879990, 1.730597, 2.405474], [5.001192, -0.073020, -2.839738], [3.773097, 1.160925, -2.512458], [3.294866, -0.508104, -2.816977], [4.967113, 0.413052, -0.409313], [4.424726, -1.223872, -0.693620], [-0.627819, 2.265079, 1.923190], [0.390479, 2.284512, 3.284920]], "forces_ev_per_a": [[0.0, 0.0, 0.8], [0.0, 0.0, 0.0], [0.1, 0.0, 0.0], [0.1, -0.1, -0.1], [0.0, 0.0, -0.1], [0.0, 0.0, 0.0], [0.0, 0.0, 0.0], [0.0, 0.0, 0.0], [0.0, 0.0, 0.0], [0.0, 0.0, 0.0], [0.0, 0.0, 0.0], [0.1, 0.0, 0.0], [0.0, 0.1, 0.0], [0.0, 0.0, 0.1], [0.0, 0.0, 0.0], [0.0, 0.0, 0.0], [0.0, 0.0, 0.1], [0.1, 0.0, -0.2], [-0.1, 0.1, -0.1], [0.0, 0.0, 0.0], [0.0, 0.0, 0.1], [0.1, 0.0, 0.0], [0.0, 0.0, 0.0], [0.0, 0.0, 0.0], [0.0, 0.0, -0.1], [0.0, 0.1, 0.0], [0.0, 0.0, 0.0], [0.0, -0.1, 0.0], [0.0, 0.0, 0.0], [0.0, 0.0, 0.0], [0.0, 0.0, 0.0], [0.0, 0.0, 0.0], [0.0, -0.1, 0.0], [0.0, 0.0, 0.0], [0.0, 0.0, 0.0], [0.0, 0.0, 0.0], [0.0, 0.0, 0.0], [0.0, 0.0, 0.0], [0.0, 0.0, 0.0], [0.0, 0.0, 0.0], [0.0, 0.0, 0.0], [0.0, 0.0, 0.0], [0.0, 0.0, 0.0], [0.0, 0.0, 0.0], [0.0, -0.1, 0.0], [0.0, 0.0, 0.0], [0.0, 0.0, 0.0], [0.0, 0.0, 0.0], [0.0, 0.0, 0.0], [0.0, 0.0, 0.0], [0.0, 0.0, 0.0], [0.1, -0.1, 0.0], [0.1, 0.0, 0.0], [-0.2, 0.3, -0.1], [0.0, 0.0, 0.0], [0.2, -0.1, -0.5], [-0.1, 0.0, 0.5], [-0.1, 0.3, -0.7], [0.0, -0.1, 0.2], [0.1, -0.1, 0.0], [0.0, 0.0, 0.0], [0.0, 0.1, 0.0], [0.0, -0.1, -0.1], [0.1, 0.1, 0.1], [-0.2, -0.2, 0.1], [0.1, 0.1, -0.2], [-0.1, 0.0, 0.1], [0.0, 0.0, 0.0], [0.0, 0.0, 0.0], [0.0, 0.0, 0.0], [0.2, 0.1, 0.1], [0.0, 0.0, 0.0], [0.0, 0.0, 0.0], [-0.1, 0.0, 0.0], [0.0, 0.0, 0.0]], "lowdin_spin": [0.956, 0.002, 0.000, 0.001, 0.032, 0.003, 0.000, 0.000, 0.000, 0.000, 0.000, 0.000, 0.000, 0.000, -0.001, 0.000, 0.000, 0.001, 0.003, 0.017, 0.001, 0.000, 0.001, 0.000, 0.000, 0.000, 0.000, 0.000, 0.000, 0.000, 0.000, 0.000, 0.000, 0.000, 0.000, 0.000, 0.000, 0.000, 0.000, 0.000, 0.000, 0.000, 0.000, 0.001, 0.000, 0.000, 0.000, 0.000, 0.000, 0.000, 0.000, 0.000, -0.001, -0.005, 0.000, -0.004, -0.003, -0.002, 0.000, 0.000, 0.000, 0.000, 0.003, 0.002, -0.002, -0.003, -0.003, 0.000, 0.000, 0.000, 0.000, 0.000, 0.000, 0.000, 0.000]}

=====

(2)
{"formula": "C3H4KO3", "method": "wB97M-V/def2-TZVPD", "s2": 0.75, "max_force_ev_per_a": 2.999, "orbital_gap_ev": [4.92, 5.67], "multiplicity": 2, "energy_ha": -942.2724, "de_lowest_kcal_mol": 38.8, "homo_ev": [-5.65, -6.44], "lumo_energy_ev": [-0.726, -0.771], "symbols": ["O", "C", "O", "H", "C", "C", "O", "H", "H", "H", "K"], "positions_angstrom": [[1.397289, 1.860886, -2.585136], [1.163297, 1.016973, -3.366547], [1.217275, 0.159429, -4.144616], [-1.796772, -0.989343, 1.695742], [-0.949430, -0.508020, 0.975115], [-0.020002, -1.176594, 1.934429], [-1.018233, 0.843367, 1.035629], [-0.841334, -0.946592, -0.044015], [-0.043664, -1.040627, 3.020580], [0.630351, -1.982226, 1.577788], [0.261221, 2.762748, -0.098967]], "forces_ev_per_a": [[-1.2, -0.3, -0.4], [2.2, -0.2, 0.0], [-1.1, 0.5, 0.4], [-0.2, 0.4, -2.2], [-0.6, -0.3, 2.9], [1.8, -0.5, -0.4], [0.5, 0.9, -1.0], [-0.5, -0.1, 0.5], [-0.2, 0.3, -0.5], [-0.2, 0.0, 0.2], [-0.5, -0.7, 0.5]], "lowdin_spin": [0.001, 0.000, 0.000, 0.056, 0.117, 0.675, 0.034, 0.003, 0.043, 0.051, 0.020]}

=====

(3)
{"formula": "C7H12", "method": "wB97M-V/def2-TZVPD", "max_force_ev_per_a": 3.307, "orbital_gap_ev": 8.74, "energy_ha": -273.7773, "de_lowest_kcal_mol": 82.4, "homo_ev": -7.58, "lumo_energy_ev": 1.164, "symbols": ["C", "C", "C", "C", "C", "C", "C", "H", "H", "H", "H", "H", "H", "H", "H", "H", "H", "H", "H"], "positions_angstrom": [[-0.442024, 0.664765, -2.444024], [0.484627, 0.444200, -1.248340], [-0.209680, 0.672990, 0.091760], [-1.150133, -0.413285, 0.608820], [-0.166528, -1.281114, 1.769581], [1.251380, -0.943654, 1.518545], [0.452298, 0.261752, 1.383103], [0.068023, 0.479478, -3.395363], [-0.820400, 1.691292, -2.465952], [-1.306518, -0.004598, -2.399459], [0.867712, -0.579298, -1.274669], [1.357057, 1.103347, -1.324509], [-0.590520, 1.703132, 0.152802], [-1.304960, -1.246984, -0.031570], [-2.074376, -0.005390, 1.031766], [-0.470038, -1.285015, 2.815001], [1.882031, -0.888238, 2.398903], [1.717166, -1.346494, 0.639001], [0.454884, 0.973117, 2.174605]], "forces_ev_per_a": [[-0.1, 0.0, 0.0], [0.1, -0.1, 0.2], [-0.1, -0.7, 0.7], [-0.4, -1.8, 0.1], [-1.4, 3.0, -0.5], [0.5, 0.1, -0.5], [1.6, 0.7, 0.7], [0.0, 0.0, 0.2], [0.0, -0.1, 0.0], [0.1, 0.1, 0.0], [0.0, 0.0, 0.0], [-0.1, 0.0, 0.0], [-0.1, -0.5, 0.1], [-0.9, -0.1, -1.2], [0.4, -0.4, 0.1], [-0.2, 0.1, -0.3], [0.0, -0.3, -0.1], [0.4, -0.2, -0.2], [0.2, 0.4, 0.5]], "lowdin_charge": [-0.106, -0.226, -0.287, -0.094, -0.065, -0.181, -0.227, 0.070, 0.072, 0.072, 0.105, 0.114, 0.145, 0.077, 0.117, 0.083, 0.115, 0.091, 0.125]}

=====

(4)
{"formula": "C25H12F6N5O15S3W", "method": "wB97M-V/def2-TZVPD", "s2": 2.05, "max_force_ev_per_a": 5.695, "orbital_gap_ev": [3.93, 5.96], "charge": -1, "multiplicity": 3, "energy_ha": -4222.8358, "de_lowest_kcal_mol": 158.4, "homo_ev": [-4.40, -6.31], "lumo_energy_ev": [-0.472, -0.356], "symbols": ["W", "F", "C", "F", "F", "S", "O", "O", "N", "S", "O", "O", "C", "F", "F", "F", "O", "C", "O", "C", "C", "C", "C", "C", "C", "O", "N", "O", "O", "N", "O", "O", "H", "H", "S", "C", "C", "C", "C", "C", "C", "C", "C", "C", "N", "H", "H", "H", "H", "H", "H", "O", "C", "O", "C", "C", "C", "C", "C", "C", "N", "O", "O", "H", "H", "H", "H"], "positions_angstrom": [[0.131863, 1.013015, 0.023181], [-1.621437, 1.428915, 4.539481], [-1.338037, 0.136115, 4.514581], [-2.425537, -0.562185, 4.822381], [-0.457237, -0.084185, 5.501381], [-0.587637, -0.440985, 2.856281], [-0.288937, 0.825915, 2.156581], [0.557263, -1.201585, 3.228881], [-1.629037, -1.285985, 2.105981], [-2.682537, -0.280985, 1.330181], [-3.159237, 0.481715, 2.464081], [-2.036337, 0.701215, 0.403481], [-4.477237, -0.657085, 0.600381], [-4.537237, -0.434685, -0.709919], [-5.359137, 0.179615, 1.155181], [-4.894337, -1.884385, 0.862981], [3.664263, -0.973285, 1.128381], [2.483863, -0.879485, 0.868581], [1.863363, 0.280415, 0.784781], [1.643463, -2.107585, 0.628381], [2.162363, -3.387285, 0.775881], [1.319463, -4.488485, 0.612581], [-0.049737, -4.350185, 0.421981], [-0.591937, -3.072885, 0.273781], [0.290963, -1.953185, 0.293881], [-0.169737, -0.768885, 0.002881], [-1.947037, -2.889685, 0.141181], [-2.729637, -3.843585, 0.292081], [-2.434937, -1.686085, -0.092419], [1.879263, -5.807385, 0.662081], [3.069163, -5.917485, 0.881081], [1.143363, -6.755385, 0.467481], [3.208063, -3.524485, 0.997881], [-0.701037, -5.208985, 0.375881], [-3.264237, 3.673215, -1.785419], [-2.473837, 4.589615, -0.577219], [-1.312237, 4.009815, -0.165019], [-0.987737, 2.767315, -0.800319], [-1.992937, 2.490015, -1.717919], [-1.977737, 1.286515, -2.499119], [-2.820637, 1.022515, -3.582819], [-2.646337, -0.146785, -4.291019], [-1.659737, -1.038585, -3.884119], [-0.887237, -0.719885, -2.782619], [-1.023137, 0.417815, -2.104619], [-2.911537, 5.512515, -0.248719], [-0.681237, 4.484115, 0.570181], [-3.584237, 1.737615, -3.846219], [-3.260937, -0.357185, -5.153319], [-1.482237, -1.964285, -4.404919], [-0.109937, -1.386985, -2.432119], [1.891963, 4.549315, 1.802581], [1.894963, 3.541115, 1.135281], [0.905263, 2.685115, 1.031181], [3.060863, 3.068315, 0.290381], [4.387663, 2.973815, 0.689181], [5.262463, 2.153615, -0.035119], [4.797763, 1.294415, -1.007919], [3.438863, 1.356415, -1.370119], [2.647663, 2.400815, -0.853519], [2.744663, 0.359915, -1.984219], [3.222563, -0.577385, -2.640319], [1.395163, 0.425615, -1.787119], [4.720963, 3.508015, 1.565881], [6.308763, 2.121815, 0.236281], [5.420563, 0.517815, -1.421019], [1.677063, 2.643415, -1.317519]], "forces_ev_per_a": [[1.7, 3.5, -0.6], [0.0, -0.1, -0.3], [0.1, 0.4, 0.5], [0.1, -0.2, -0.3], [0.3, -0.1, -0.4], [0.5, 0.7, 1.4], [0.1, 0.3, 0.3], [0.0, -0.5, 0.1], [-1.0, -0.6, -0.6], [-0.6, 2.9, 2.3], [-0.9, 0.2, 0.1], [-0.5, -0.4, -0.7], [-0.7, 0.3, -0.3], [0.5, -0.1, 0.1], [0.8, -0.1, 0.1], [0.4, -0.1, 0.1], [-0.5, -0.2, 0.0], [0.3, 0.4, -0.3], [0.4, 0.2, 0.5], [0.3, -0.8, 0.1], [-0.4, 1.0, -0.2], [-1.2, 0.8, -0.1], [0.4, -0.2, 0.0], [1.7, 0.2, -0.1], [-0.3, 1.0, -0.6], [-0.2, -5.7, -0.2], [-3.5, 0.1, 0.1], [1.6, 1.7, -0.5], [1.2, -4.0, -1.4], [0.4, -0.9, 0.1], [0.1, 0.2, 0.1], [-0.3, -0.1, 0.0], [0.1, 0.1, 0.0], [0.1, -0.1, 0.0], [0.5, -0.4, 0.0], [0.2, -0.3, -0.2], [0.4, 0.3, 0.2], [-1.1, -0.4, -0.2], [0.3, 0.6, 0.2], [0.2, -0.4, 0.0], [0.2, -0.1, 0.2], [0.1, 0.0, 0.2], [0.0, 0.1, 0.1], [0.2, 0.0, 0.2], [-0.7, 0.5, 0.1], [0.0, 0.2, 0.1], [0.0, -0.1, 0.2], [0.0, 0.1, -0.1], [-0.1, -0.1, -0.1], [0.0, -0.1, -0.1], [0.0, 0.1, 0.0], [-0.3, -0.1, 0.2], [0.9, -0.2, -0.8], [-1.0, -0.3, 0.1], [-0.1, -0.2, -0.3], [-0.2, 0.1, -0.1], [-0.1, 0.2, 0.1], [-0.4, -0.2, -0.2], [0.3, 1.5, 0.8], [0.2, 0.0, -0.5], [-1.1, 0.3, 0.3], [0.0, -0.4, 0.0], [-0.2, -0.1, -0.4], [0.0, 0.0, 0.1], [0.0, -0.1, 0.1], [0.1, -0.1, -0.1], [0.6, -0.3, 0.4]], "lowdin_spin": [0.821, 0.000, 0.000, 0.000, 0.000, 0.002, 0.009, 0.000, 0.005, 0.003, 0.001, 0.005, 0.001, 0.000, 0.000, 0.000, 0.003, 0.003, 0.004, 0.008, 0.011, 0.005, -0.002, 0.004, 0.004, 0.012, 0.019, 0.071, -0.005, 0.001, -0.001, 0.005, 0.000, 0.000, 0.011, -0.007, 0.004, -0.014, 0.018, 0.001, 0.003, 0.000, 0.004, 0.000, 0.001, -0.001, 0.000, 0.000, 0.000, 0.000, 0.000, -0.005, 0.003, 0.028, -0.001, 0.082, -0.009, 0.070, 0.002, 0.099, 0.291, 0.341, 0.069, 0.005, -0.002, 0.006, 0.009]}